Entry 1:
{"formula": "C41H56GeN8O2PSTi", "method": "the ωB97M-V functional and the def2-TZVPD basis", "multiplicity": 2, "lumo_ev": [0.443, 0.443], "e_homo_ev": [-5.8096, -5.7686], "s_squared": 0.78, "total_charge": 0, "gap_ev": [6.253, 6.211], "elements": ["Ti", "C", "N", "C", "C", "C", "N", "C", "C", "H", "H", "H", "H", "H", "H", "H", "H", "H", "H", "H", "H", "H", "H", "H", "H", "N", "C", "C", "C", "C", "C", "C", "S", "O", "O", "N", "C", "N", "C", "C", "C", "N", "H", "H", "H", "H", "H", "H", "H", "H", "H", "N", "C", "C", "C", "C", "C", "C", "P", "C", "C", "C", "C", "C", "C", "C", "C", "C", "C", "C", "C", "H", "H", "H", "H", "H", "H", "H", "H", "H", "H", "H", "H", "H", "H", "H", "H", "C", "C", "C", "N", "H", "H", "H", "H", "H", "C", "Ge", "C", "C", "C", "H", "H", "H", "H", "H", "H", "H", "H", "H", "H"], "xyz": [[0.0660, -0.4793, -0.1365], [-3.1951, -1.3059, 0.0894], [-1.8965, -1.7789, 0.5847], [-1.9497, -1.6180, 2.0459], [-1.7536, -3.2033, 0.2232], [-1.0213, -3.3677, -1.1012], [0.3972, -3.0673, -0.9192], [1.0830, -4.2244, -0.3433], [1.0666, -2.7582, -2.1846], [-4.0094, -1.8106, 0.6235], [-3.3101, -1.5079, -0.9751], [-3.2692, -0.2354, 0.2630], [-2.8696, -2.0586, 2.4544], [-1.9196, -0.5609, 2.3004], [-1.1009, -2.1021, 2.5143], [-2.7386, -3.6810, 0.1620], [-1.1944, -3.7127, 1.0085], [-1.4337, -2.6718, -1.8334], [-1.1664, -4.3911, -1.4791], [1.1186, -5.0452, -1.0747], [0.5743, -4.5890, 0.5465], [2.0946, -3.9477, -0.0655], [2.1102, -2.5291, -1.9715], [0.6103, -1.8868, -2.6428], [1.0254, -3.6086, -2.8813], [3.6143, -6.6662, 4.2017], [3.3269, -5.4013, 3.7204], [4.3513, -4.4966, 3.4277], [4.0619, -3.2643, 2.8710], [2.7501, -2.9097, 2.6083], [1.7239, -3.7848, 2.9159], [2.0054, -5.0191, 3.4673], [2.4623, -1.3707, 1.7564], [2.4375, -1.7346, 0.3477], [3.5023, -0.4288, 2.0989], [0.9665, -0.7729, 2.0644], [0.7398, -0.4373, 3.3915], [-0.3691, 0.2760, 3.6540], [-0.6003, 0.6140, 4.9141], [0.2489, 0.2852, 5.9565], [1.3646, -0.4513, 5.5973], [1.6051, -0.8189, 4.3504], [4.5189, -6.7987, 4.6190], [2.8692, -7.1694, 4.6493], [5.3780, -4.7711, 3.6387], [4.8518, -2.5571, 2.6520], [0.6944, -3.4880, 2.7505], [1.1991, -5.7025, 3.7081], [-1.5106, 1.1820, 5.0828], [0.0552, 0.5779, 6.9773], [2.1045, -0.7648, 6.3282], [0.5032, 2.6673, 1.8292], [-0.7959, 3.1456, 1.9075], [-1.1485, 3.9313, 3.0069], [-2.3770, 4.5614, 3.0685], [-3.2707, 4.4121, 2.0224], [-2.9232, 3.6311, 0.9268], [-1.6929, 2.9803, 0.8209], [-1.1963, 1.7672, -0.6728], [0.0755, 2.9272, -1.3732], [0.1560, 4.2590, -0.9634], [1.0525, 5.1417, -1.5507], [1.8842, 4.7220, -2.5762], [1.8070, 3.4065, -3.0091], [0.9089, 2.5300, -2.4195], [-2.6761, 2.3208, -1.6674], [-2.5506, 3.2654, -2.6829], [-3.6565, 3.6941, -3.4037], [-4.9108, 3.1650, -3.1523], [-5.0507, 2.2065, -2.1592], [-3.9486, 1.8005, -1.4240], [0.9729, 2.6148, 2.7181], [0.5820, 1.8138, 1.3060], [-0.4217, 4.0670, 3.8029], [-2.6252, 5.1826, 3.9205], [-4.2358, 4.9032, 2.0518], [-3.6354, 3.5613, 0.1173], [-0.4929, 4.6224, -0.1802], [1.0880, 6.1701, -1.2130], [2.5750, 5.4140, -3.0422], [2.4401, 3.0639, -3.8201], [0.8700, 1.5133, -2.7701], [-1.5799, 3.6821, -2.9099], [-3.5322, 4.4455, -4.1742], [-5.7717, 3.4961, -3.7189], [-6.0261, 1.7875, -1.9431], [-4.0975, 1.0946, -0.6183], [4.9921, 1.1734, -0.8999], [3.8856, 1.8150, -0.0486], [2.6290, 1.1385, -0.2605], [1.6606, 0.5682, -0.4902], [5.9659, 1.5493, -0.5934], [4.8439, 1.3951, -1.9560], [4.9761, 0.0929, -0.7607], [3.7529, 2.8724, -0.2864], [4.1159, 1.7096, 1.0118], [0.9012, -0.0292, -4.6845], [-0.8897, -0.1058, -3.8124], [-1.5872, -1.9179, -4.3177], [-2.0517, 1.0335, -4.9499], [-0.9390, 0.1412, -1.8469], [0.8902, -0.6618, -5.5733], [1.7038, -0.3716, -4.0281], [1.1290, 0.9901, -5.0002], [-1.7452, -1.9095, -5.3981], [-2.5494, -2.1409, -3.8501], [-0.8995, -2.7326, -4.0897], [-2.0805, 0.5970, -5.9500], [-1.6737, 2.0508, -5.0279], [-3.0690, 1.0776, -4.5596], [-1.9301, -0.2876, -1.6385]], "mulliken_spin": [0.86, 0.02, -0.05, 0.01, 0.03, -0.01, 0.02, 0.01, 0.01, 0.00, 0.00, 0.02, 0.00, 0.01, 0.00, 0.00, 0.00, -0.01, 0.00, 0.00, 0.00, 0.00, 0.00, 0.01, 0.00, 0.00, 0.00, 0.00, 0.00, 0.00, 0.00, 0.00, 0.01, 0.01, 0.00, -0.01, 0.01, 0.01, 0.00, 0.00, 0.00, 0.00, 0.00, 0.00, 0.00, 0.00, 0.00, 0.00, 0.00, 0.00, 0.00, 0.00, 0.01, 0.00, 0.00, 0.00, 0.00, -0.05, 0.04, -0.04, 0.00, 0.00, 0.00, 0.00, 0.02, 0.03, 0.00, 0.00, 0.00, 0.00, 0.00, 0.00, 0.01, 0.00, 0.00, 0.00, 0.00, 0.00, 0.00, 0.00, 0.00, 0.00, 0.00, 0.00, 0.00, 0.00, 0.00, 0.01, 0.00, 0.16, -0.05, 0.00, 0.00, 0.00, 0.00, 0.00, 0.00, 0.00, -0.01, 0.00, -0.08, 0.00, 0.00, 0.00, 0.00, 0.00, 0.00, 0.00, 0.00, 0.00, 0.02]}

***

Entry 2:
{"formula": "C17H40BClFGaN5O6", "method": "the ωB97M-V functional and the def2-TZVPD basis", "lumo_ev": 2.048, "e_homo_ev": -3.8903, "total_charge": -1, "gap_ev": 5.938, "elements": ["N", "B", "O", "Ga", "Cl", "C", "C", "F", "C", "C", "C", "O", "H", "H", "H", "H", "H", "H", "H", "H", "H", "H", "H", "H", "C", "O", "N", "C", "C", "H", "H", "H", "H", "H", "H", "H", "C", "O", "N", "C", "C", "H", "H", "H", "H", "H", "H", "H", "C", "O", "N", "C", "C", "H", "H", "H", "H", "H", "H", "H", "C", "O", "N", "C", "C", "H", "H", "H", "H", "H", "H", "H"], "xyz": [[3.3958, -4.9741, 1.5601], [2.0029, -5.1121, 1.0934], [1.7174, -6.3488, 0.5339], [0.6167, -3.4941, 1.2448], [0.5221, -2.9549, 3.4719], [1.4862, -1.9317, 0.2194], [1.1885, -0.6408, 0.9354], [-0.2213, -0.5409, 1.0248], [-1.2121, -3.8406, 0.4060], [-2.3012, -3.8188, 1.4563], [-3.8591, -3.4510, 0.9201], [-3.1808, -4.7996, 1.5044], [3.9989, -4.9179, 0.7416], [3.5153, -4.0778, 2.0185], [2.3974, -6.9631, 0.8446], [2.5546, -2.0970, 0.1583], [1.0203, -1.9055, -0.7658], [1.6032, -0.6506, 1.9397], [1.5771, 0.2108, 0.3730], [-1.3140, -4.8010, -0.0942], [-1.4729, -3.0399, -0.2787], [-2.0551, -3.3735, 2.4177], [-3.8983, -2.7082, 1.7742], [-4.8499, -3.8260, 1.1630], [0.7325, 1.2532, -2.9218], [1.6839, 0.7430, -2.3604], [-0.3164, 1.8296, -2.3136], [-1.3912, 2.4409, -3.0647], [-0.3885, 1.8543, -0.8566], [0.6610, 1.3000, -4.0248], [-1.4719, 3.4995, -2.8087], [-2.3397, 1.9500, -2.8347], [-1.1985, 2.3463, -4.1325], [0.4832, 2.3800, -0.4654], [-0.3827, 0.8467, -0.4506], [-1.2909, 2.3746, -0.5508], [0.2732, 5.2176, 0.1493], [-0.6124, 5.0473, -0.6646], [1.1640, 6.2275, 0.1087], [2.2038, 6.3763, 1.1052], [1.0703, 7.1889, -0.9751], [0.4256, 4.5379, 1.0044], [2.1026, 7.3339, 1.6210], [3.1891, 6.3325, 0.6367], [2.1299, 5.5747, 1.8367], [0.0971, 7.6807, -0.9605], [1.1782, 6.6851, -1.9361], [1.8552, 7.9332, -0.8654], [5.7019, -1.3085, -0.2048], [4.5775, -1.2441, 0.2399], [5.9670, -1.4918, -1.5152], [7.3119, -1.5665, -2.0346], [4.8309, -1.6157, -2.4213], [6.6080, -1.2210, 0.4230], [7.4846, -0.7725, -2.7658], [7.4819, -2.5305, -2.5209], [8.0279, -1.4548, -1.2221], [4.2074, -0.7218, -2.3760], [4.2112, -2.4649, -2.1329], [5.1964, -1.7581, -3.4362], [-6.1129, -1.0838, 1.1909], [-6.4529, -2.1752, 0.7937], [-6.9541, -0.1521, 1.6992], [-6.4838, 1.1353, 2.1597], [-8.3667, -0.4691, 1.7798], [-5.0599, -0.7532, 1.1697], [-6.7147, 1.2713, 3.2192], [-6.9570, 1.9415, 1.5929], [-5.4061, 1.2009, 2.0269], [-8.5217, -1.3512, 2.4024], [-8.7632, -0.6866, 0.7869], [-8.9026, 0.3755, 2.2075]], "lowdin_charge": [0.08, -0.64, 0.03, 0.24, 0.05, -0.24, -0.32, -0.13, -0.19, -0.42, -0.04, -0.11, 0.05, 0.03, 0.07, 0.01, 0.05, 0.08, 0.08, 0.06, 0.05, 0.08, 0.03, 0.06, -0.36, 0.01, -0.18, -0.06, -0.03, 0.13, 0.08, 0.09, 0.08, 0.08, 0.07, 0.09, -0.35, 0.01, -0.20, -0.06, -0.05, 0.14, 0.09, 0.09, 0.08, 0.09, 0.09, 0.08, -0.35, 0.02, -0.20, -0.07, -0.03, 0.13, 0.08, 0.09, 0.08, 0.09, 0.09, 0.08, -0.35, 0.02, -0.20, -0.07, -0.05, 0.14, 0.09, 0.08, 0.08, 0.09, 0.09, 0.08]}

***

Entry 3:
{"formula": "C22H16N5O8S2V", "method": "the ωB97M-V functional and the def2-TZVPD basis", "multiplicity": 2, "lumo_ev": [-5.036, -4.660], "e_homo_ev": [-11.8514, -11.8500], "s_squared": 0.76, "total_charge": 1, "gap_ev": [6.815, 7.190], "elements": ["V", "C", "C", "N", "N", "C", "S", "S", "C", "C", "C", "C", "C", "C", "C", "C", "C", "C", "C", "C", "C", "O", "H", "H", "H", "H", "H", "H", "H", "H", "H", "H", "H", "H", "H", "H", "O", "N", "O", "C", "C", "C", "C", "O", "C", "C", "N", "O", "O", "N", "O", "O", "H", "H"], "xyz": [[-0.3539, -1.1585, -1.0259], [-0.6831, 3.2451, -0.7853], [-1.0383, 1.7995, -0.9416], [-0.1143, 0.8703, -0.8600], [1.1511, 1.3773, -0.5294], [2.1554, 0.6253, -0.6912], [2.0160, -1.0002, -1.5353], [3.7784, 0.9770, -0.2265], [3.6001, 1.9915, 1.2946], [2.8281, 3.2770, 1.1970], [1.5497, 3.3642, 1.7392], [0.8543, 4.5657, 1.7111], [1.4293, 5.6877, 1.1278], [2.7010, 5.6029, 0.5747], [3.3981, 4.4038, 0.6152], [-2.4440, 1.4609, -1.2033], [-3.3852, 2.4596, -1.4827], [-4.7075, 2.1390, -1.6989], [-5.1275, 0.8125, -1.6297], [-4.2230, -0.1973, -1.3598], [-2.9060, 0.1440, -1.1619], [-1.9707, -0.8223, -0.9249], [0.2636, 3.3692, -0.2744], [-1.4624, 3.7742, -0.2432], [-0.5949, 3.6939, -1.7796], [4.6518, 2.1747, 1.5167], [3.1959, 1.3339, 2.0607], [1.1047, 2.4893, 2.2025], [-0.1320, 4.6286, 2.1559], [0.8956, 6.6300, 1.1190], [3.1567, 6.4762, 0.1252], [4.3964, 4.3453, 0.1936], [-3.0751, 3.4922, -1.5465], [-5.4202, 2.9206, -1.9234], [-6.1682, 0.5661, -1.7948], [-4.5141, -1.2386, -1.3135], [0.1974, -7.8388, 2.3255], [0.7582, -6.7771, 2.4705], [1.3609, -6.4228, 3.4599], [0.5588, -5.7597, 1.4140], [1.1381, -4.5143, 1.5735], [0.9287, -3.5811, 0.5910], [0.1260, -3.8550, -0.5160], [-0.0694, -2.8193, -1.3597], [-0.4366, -5.1115, -0.6414], [-0.2150, -6.0769, 0.3257], [-1.3434, -5.4497, -1.7558], [-1.5671, -6.6216, -1.9470], [-1.8007, -4.5266, -2.3982], [1.4772, -2.2573, 0.7747], [2.4655, -2.0576, -0.3865], [0.5327, -1.2639, 0.6989], [1.7371, -4.2885, 2.4447], [-0.6540, -7.0589, 0.2247]], "mulliken_spin": [1.07, 0.00, 0.01, -0.05, 0.02, 0.00, -0.03, 0.00, 0.00, 0.00, 0.00, 0.00, 0.00, 0.00, 0.00, 0.02, 0.01, -0.01, 0.01, 0.00, 0.00, -0.03, 0.00, 0.00, 0.00, 0.00, 0.00, 0.00, 0.00, 0.00, 0.00, 0.00, 0.00, 0.00, 0.00, 0.00, 0.00, 0.00, 0.00, 0.00, 0.00, 0.03, -0.02, -0.03, 0.00, 0.00, 0.00, 0.00, 0.00, -0.01, 0.01, 0.01, 0.00, 0.00]}

***

Entry 4:
{"formula": "C21H27N4O2S", "method": "the ωB97M-V functional and the def2-TZVPD basis", "smiles": "COCc1cc(C)nc(SCC[N+](C)(C)CC(=O)Nc2ccccc2)c1C#N", "lumo_ev": -2.795, "e_homo_ev": -11.0708, "total_charge": 1, "gap_ev": 8.275, "elements": ["C", "O", "C", "C", "C", "C", "C", "N", "C", "S", "C", "C", "N", "C", "C", "C", "C", "O", "N", "C", "C", "C", "C", "C", "C", "C", "C", "N", "H", "H", "H", "H", "H", "H", "H", "H", "H", "H", "H", "H", "H", "H", "H", "H", "H", "H", "H", "H", "H", "H", "H", "H", "H", "H", "H"], "xyz": [[-2.1791, -2.8579, 2.7289], [-1.5729, -2.8960, 1.4534], [-2.4830, -2.9718, 0.3874], [-2.9590, -1.6189, -0.0739], [-4.0891, -1.4551, -0.8551], [-4.4565, -0.1800, -1.2914], [-5.6732, 0.0489, -2.1143], [-3.7214, 0.8857, -0.9914], [-2.6503, 0.7498, -0.2568], [-1.7581, 2.2589, 0.0934], [-0.2601, 1.9495, -0.9475], [0.7842, 3.0529, -0.8776], [1.5031, 3.2478, 0.4217], [0.6738, 4.0216, 1.3656], [2.7324, 4.0227, 0.1442], [1.8602, 1.9560, 1.0583], [2.5592, 0.9598, 0.0959], [3.1612, 1.3495, -0.8865], [2.4122, -0.3058, 0.5000], [2.8899, -1.4787, -0.1233], [2.2897, -2.6787, 0.2487], [2.7168, -3.8649, -0.3168], [3.7416, -3.8624, -1.2497], [4.3359, -2.6672, -1.6159], [3.9166, -1.4714, -1.0585], [-2.2150, -0.4778, 0.2634], [-1.0734, -0.5064, 1.0803], [-0.1235, -0.3086, 1.7007], [-2.7326, -3.7817, 2.9236], [-2.8593, -2.0051, 2.8327], [-1.3685, -2.7612, 3.4475], [-1.9409, -3.4424, -0.4437], [-3.3414, -3.6095, 0.6370], [-4.6892, -2.3094, -1.1262], [-5.7538, 1.1012, -2.3686], [-5.6307, -0.5446, -3.0259], [-6.5607, -0.2561, -1.5621], [-0.6136, 1.9121, -1.9791], [0.1517, 0.9768, -0.6849], [1.5434, 2.8086, -1.6262], [0.3188, 4.0049, -1.1392], [-0.2675, 3.5098, 1.5540], [0.4597, 5.0050, 0.9518], [1.2044, 4.1466, 2.3077], [3.2280, 4.2776, 1.0788], [2.4831, 4.9406, -0.3838], [3.4075, 3.4247, -0.4677], [2.5487, 2.1578, 1.8831], [0.9573, 1.4983, 1.4702], [1.7632, -0.4910, 1.2642], [1.4878, -2.6771, 0.9737], [2.2493, -4.7930, -0.0258], [4.0759, -4.7899, -1.6876], [5.1361, -2.6606, -2.3396], [4.3812, -0.5438, -1.3471]], "nbo_charge": [-0.26, -0.53, -0.10, 0.08, -0.25, 0.28, -0.66, -0.44, 0.15, 0.21, -0.53, -0.24, -0.21, -0.42, -0.43, -0.35, 0.67, -0.64, -0.62, 0.20, -0.27, -0.18, -0.22, -0.18, -0.26, -0.30, 0.41, -0.44, 0.19, 0.17, 0.21, 0.22, 0.20, 0.23, 0.25, 0.24, 0.24, 0.26, 0.23, 0.27, 0.23, 0.25, 0.23, 0.23, 0.23, 0.23, 0.28, 0.25, 0.28, 0.44, 0.22, 0.22, 0.22, 0.22, 0.24]}

***

Entry 5:
{"formula": "C8H13BNO2Tl", "method": "the ωB97M-V functional and the def2-TZVPD basis", "lumo_ev": -9.542, "e_homo_ev": -16.2884, "total_charge": 2, "gap_ev": 6.746, "elements": ["C", "C", "C", "C", "C", "C", "C", "N", "B", "O", "O", "C", "H", "H", "H", "H", "H", "H", "H", "H", "H", "H", "H", "H", "H", "Tl"], "xyz": [[2.0360, -2.2052, 0.4287], [1.1065, -1.7913, -0.1949], [0.0668, -1.2179, -1.0143], [-0.4402, 0.0303, -0.3255], [-1.1289, -0.2108, 0.9166], [-2.6835, -0.5097, 0.6867], [-3.2003, -0.6781, -0.7102], [-3.4689, -0.5771, 1.6471], [0.5366, 1.2859, -0.1013], [0.1797, 2.4930, -0.6221], [1.6833, 1.1436, 0.6392], [2.8656, 1.1866, -0.1352], [2.8426, -2.6046, 0.9945], [-0.7572, -1.9313, -1.0888], [0.3874, -1.0368, -2.0361], [-1.0944, 0.6778, 1.5448], [-0.6753, -1.0550, 1.4365], [-3.5121, -1.7086, -0.8649], [-2.4678, -0.4234, -1.4800], [-4.0769, -0.0540, -0.8376], [-3.0254, -0.4372, 2.5552], [0.0913, 3.1480, 0.0908], [3.6338, 0.5524, 0.3039], [2.6932, 0.8680, -1.1641], [3.2520, 2.2249, -0.1980], [5.1559, 2.8306, -0.4711]], "nbo_charge": [-0.10, -0.07, -0.59, 0.31, -0.64, 0.35, -0.68, -0.48, 1.14, -0.88, -0.70, -0.23, 0.27, 0.28, 0.28, 0.25, 0.34, 0.27, 0.20, 0.28, 0.37, 0.53, 0.22, 0.21, 0.08, 1.00]}

***

Entry 6:
{"formula": "C4H8N2S", "method": "the ωB97M-V functional and the def2-TZVPD basis", "smiles": "C/N=C/C=[N+](/C)[S-]", "lumo_ev": -0.651, "e_homo_ev": -7.8197, "total_charge": 0, "gap_ev": 7.169, "elements": ["C", "N", "C", "C", "N", "C", "S", "H", "H", "H", "H", "H", "H", "H", "H"], "xyz": [[-2.5360, 1.5175, 0.0431], [-1.1720, 1.1924, -0.0509], [-0.8665, -0.0281, -0.2286], [0.5334, -0.4661, -0.2971], [1.7032, 0.0995, 0.0631], [2.9400, -0.6129, -0.0315], [1.8960, 1.6916, 0.4712], [-3.3090, 0.8046, 0.4558], [-2.6969, 2.4736, 0.6720], [-2.9750, 1.9221, -0.9835], [-1.5158, -0.9912, -0.3036], [0.6425, -1.5957, -0.4633], [2.9350, -1.0894, 0.9199], [2.9824, -1.4435, -0.6693], [3.8879, -0.0327, -0.0216]], "nbo_charge": [-0.46, -0.35, 0.04, 0.00, -0.38, -0.43, -0.06, 0.19, 0.21, 0.21, 0.16, 0.18, 0.22, 0.21, 0.25]}